Formula: C2H4P2S2
Source: the OMol25 dataset
Level of theory: ωB97M-V with the def2-TZVPD basis set

Last column: Mulliken charge in e.
Cartesian coordinates (Å):
1 S 0.9942 -2.3592 1.5212  -0.270
2 P 1.0351 -0.6380 0.5810  0.193
3 C -0.4238 0.5999 1.2549  -0.634
4 P -1.1383 0.4851 -0.4772  0.149
5 S -2.8579 -0.4602 -0.3434  -0.282
6 C -0.0534 -0.8895 -1.0148  -0.615
7 H -0.8916 -0.0157 2.1505  0.288
8 H -0.0826 1.4738 1.6060  0.446
9 H 0.2439 -0.5752 -2.0035  0.359
10 H -0.6711 -1.7952 -1.0582  0.366

Its total charge is 0. Its energy above the lowest of the compared OMol25 structures with the same formula, charge and spin is 1.849 eV. As for the total energy: -1557.6191 hartree. The value obtained for the HOMO-LUMO gap (alpha / beta) is 6.4 / 6.4 eV. As for the SMILES: S=[P@]12C[P@@]1(=S)C2.